# C19H32N2O4S

A single C19H32N2O4S molecule (ωB97M-V/def2-TZVPD, the Open Molecules 2025 dataset).

The calculation puts the total energy at -42228.233 eV. The net charge is 0. The HOMO energy is -9.109 eV. The value obtained for the gap between HOMO and LUMO is 9.589 eV. As for the SMILES: CCCCCCNC(=O)C[C@H](NS(=O)(=O)c1ccc(OC)cc1)C(C)C.

Geometry as XYZ:
```
58
Properties=species:S:1:pos:R:3:forces:R:3
C -0.355946 -3.935752 0.601608 -0.0847 -0.1689 -0.0986
C -1.372219 -4.529563 -0.368094 0.0875 0.2105 -0.1033
C -2.390029 -3.499432 -0.859010 -0.0526 -0.2458 0.3052
C -3.279901 -2.967155 0.263113 -0.1425 0.0072 -0.3320
C -4.475805 -2.156829 -0.242631 0.2160 0.1427 0.0427
C -4.085543 -0.945630 -1.097754 -0.3588 -0.1259 0.0176
N -3.122187 -0.102271 -0.432896 0.1561 -0.4768 -0.2237
C -3.427998 1.083173 0.117427 0.3374 0.2786 0.3145
O -4.525025 1.604408 0.054871 -0.3501 0.1532 0.0194
C -2.249103 1.725292 0.845900 -0.2285 0.0319 -0.1541
C -1.079607 2.074159 -0.094931 -0.2607 -0.0031 -0.3876
N 0.207666 1.698236 0.481161 0.3687 -0.6689 -0.1016
S 0.462489 0.050311 0.659230 0.5513 0.5290 0.3450
O 0.168004 -0.360797 2.004674 0.2873 0.0877 0.0570
O -0.239366 -0.613409 -0.407664 0.1348 0.1619 -0.3421
C 2.211840 -0.059441 0.371311 -0.6191 -0.0471 0.0764
C 2.676972 0.035915 -0.923596 0.0048 -0.0322 -0.0198
C 4.036237 -0.021722 -1.176371 0.1801 -0.0085 -0.0663
C 4.930871 -0.174245 -0.116510 -0.2183 0.0031 0.1938
O 6.274653 -0.242105 -0.244516 -0.1656 -0.0169 0.2765
C 6.844890 -0.170880 -1.532388 0.1055 0.0146 -0.2272
C 4.440919 -0.270119 1.191987 0.1408 0.0223 -0.2018
C 3.085805 -0.212718 1.433436 -0.0073 -0.0454 0.0903
C -1.045054 3.543824 -0.554597 -0.0182 -0.0707 0.0153
C -0.927235 4.544930 0.593416 0.0373 -0.2393 -0.2161
C -2.277411 3.845858 -1.404228 0.2399 -0.0671 0.1051
H 0.440697 -4.649354 0.802695 0.0868 -0.0212 0.0831
H -0.823319 -3.674526 1.546971 0.0044 0.0738 0.1467
H 0.082213 -3.032187 0.183439 0.0750 0.0466 -0.0109
H -1.894976 -5.360986 0.112097 -0.0198 -0.0628 -0.0617
H -0.841412 -4.931338 -1.235188 -0.0268 -0.0863 0.0156
H -1.844734 -2.673418 -1.318241 0.0075 0.0488 -0.1660
H -3.019422 -3.962570 -1.624349 -0.0183 0.0751 -0.0903
H -2.683526 -2.348922 0.935071 0.0004 -0.0178 0.1490
H -3.663309 -3.810918 0.843205 0.0656 0.0000 0.0943
H -5.128828 -2.797411 -0.839527 -0.0659 -0.0352 0.0065
H -5.047102 -1.803414 0.618240 -0.0948 0.0137 -0.0243
H -3.666089 -1.277413 -2.051692 -0.0637 0.0496 0.0072
H -4.970415 -0.333778 -1.290850 0.1451 -0.0898 -0.0871
H -2.181185 -0.465127 -0.342514 -0.1001 0.1669 0.0477
H -2.614685 2.607480 1.369679 -0.0489 -0.0790 0.0041
H -1.891357 1.008534 1.589163 -0.1189 0.0800 0.0344
H -1.153028 1.454935 -0.995073 -0.1261 0.1942 0.0519
H 0.377549 2.150944 1.367732 0.1621 0.0265 0.2459
H 1.965487 0.143898 -1.726207 -0.0111 0.0285 -0.1947
H 4.386634 0.050044 -2.193260 0.0458 -0.0004 -0.0794
H 7.919542 -0.255188 -1.380835 -0.0811 0.0115 -0.0621
H 6.621768 0.784104 -2.017320 -0.0065 -0.0391 0.0199
H 6.503388 -0.993555 -2.167435 -0.0014 0.0347 0.0252
H 5.150269 -0.392404 1.994552 0.0616 -0.0196 0.1065
H 2.684219 -0.297515 2.430442 0.0392 -0.0225 0.1646
H -0.149704 3.645737 -1.178865 -0.0501 -0.0566 0.0284
H -0.795398 5.545548 0.187966 0.0359 0.0948 0.0255
H -0.069888 4.321697 1.224310 0.1190 0.0832 0.1529
H -1.824080 4.552101 1.206896 -0.0888 0.0371 0.1075
H -2.254603 4.878341 -1.744766 -0.0246 0.0980 -0.0516
H -2.310507 3.196463 -2.275805 -0.0629 -0.0664 -0.1309
H -3.188632 3.690470 -0.833509 -0.1793 0.0077 0.0575
```
Forces are in eV/Å.

These are the Mulliken partial charges, in e, on atoms 1 to 6: C -0.80; C -0.74; C -0.09; C -0.47; C -0.79; C -1.15